Density functional theory data (wB97M-V/def2-TZVPD) for one molecule with the formula C3H6OS2.

Summary:
LUMO energy: 0.7 eV
HOMO energy: -9.1674 eV
SMILES: O[C@H]1[C@@H](S)[C@H]1S

Last column: Löwdin charge in e.
Atoms and positions in Å:
O 0.04 1.64 -1.00  -0.0230
C 0.02 1.37 0.35  -0.4059
C -0.75 0.18 0.90  -0.6099
S -1.75 -0.78 -0.22  0.7852
C 0.74 0.19 0.89  -0.6218
S 1.72 -0.84 -0.18  0.7817
H -0.62 1.07 -1.33  0.0141
H -0.09 2.28 0.99  0.1622
H -1.16 0.31 1.87  0.0876
H -0.84 -1.69 -0.58  -0.1527
H 1.15 0.31 1.90  0.1070
H 1.66 0.00 -1.22  -0.1245

=====

Density functional theory data (wB97M-V/def2-TZVPD) for one molecule with the formula C3H6OS2.

Summary:
LUMO energy: -0.2 eV
HOMO energy: -8.6768 eV
SMILES: COCC(=S)S

Last column: Löwdin charge in e.
Atoms and positions in Å:
C -1.88 -0.09 0.04  -0.0840
O -0.58 0.50 -0.11  -0.2648
C 0.40 -0.53 -0.01  -0.2727
C 1.85 0.08 0.02  -1.1385
S 3.26 -0.80 -0.02  0.5754
S 2.10 1.82 0.00  0.7621
H -2.01 -0.42 1.05  0.0841
H -1.93 -1.00 -0.65  0.1130
H -2.61 0.60 -0.27  0.0731
H 0.39 -1.19 -0.91  0.1365
H 0.27 -1.02 0.95  0.1169
H 0.75 2.03 -0.11  -0.1009

=====

Density functional theory data (wB97M-V/def2-TZVPD) for one molecule with the formula C3H6OS2.

Summary:
LUMO energy: -0.3 eV
HOMO energy: -9.0619 eV
SMILES: O=CCCSS

Last column: Löwdin charge in e.
Atoms and positions in Å:
O -2.90 0.38 -0.46  0.0388
C -2.02 -0.42 -0.72  -0.2174
C -0.49 -0.41 -0.27  -0.2684
C 0.24 0.95 0.01  -0.5744
S 1.95 0.59 -0.50  0.4697
S 2.36 -0.79 1.22  0.3179
H -2.24 -1.35 -1.21  0.0956
H -0.08 -1.03 -1.02  0.0599
H -0.36 -0.84 0.75  0.0892
H 0.29 1.10 1.14  0.0762
H -0.14 1.76 -0.62  0.0739
H 3.39 0.07 1.68  -0.1609

=====

Density functional theory data (wB97M-V/def2-TZVPD) for a 2-piece molecular cluster, C3H6OS2 overall.

Summary:
LUMO energy: -3.9 eV
HOMO energy: -9.3961 eV

Last column: Löwdin charge in e.
Atoms and positions in Å:
C -0.35 -0.66 0.02  -0.3373
C -1.65 0.12 0.30  -0.2745
O -2.63 -0.28 0.87  0.0691
C 0.77 0.09 0.71  -0.7392
S 2.24 -0.83 0.72  0.6978
S 0.87 0.97 -2.20  0.4461
H -0.33 -0.64 -1.08  0.0169
H -0.51 -1.70 0.33  0.1152
H -1.48 1.22 0.29  0.1192
H 0.85 0.52 1.71  0.0646
H 0.58 1.15 -0.06  0.1009
H 1.62 0.03 -1.61  -0.2789

=====

Density functional theory data (wB97M-V/def2-TZVPD) for one molecule with the formula C3H6OS3.

Summary:
LUMO energy (spin up / spin down): -1.2 / -1.8 eV
HOMO energy (spin up / spin down): -9.1185 / -8.4925 eV

Last column: Löwdin charge in e.
Atoms and positions in Å:
C 1.02 0.61 -0.14  -0.3424
C 1.10 -0.29 1.14  -0.5950
C -0.37 1.09 -0.41  -0.5743
O -2.73 -2.28 -1.21  -0.6126
S 0.58 -2.03 0.84  0.5426
S -1.35 0.19 -1.71  0.5660
S -2.19 -1.19 -0.38  0.5433
H 1.95 1.22 -0.11  0.1150
H 1.16 -0.01 -1.10  0.0965
H 2.09 -0.46 1.64  0.0690
H 0.36 0.01 1.89  0.0470
H -1.06 1.08 0.49  0.0739
H -0.56 2.07 -0.94  0.0711

=====

Density functional theory data (wB97M-V/def2-TZVPD) for one molecule with the formula C3H6OS3.

Summary:
LUMO energy: -0.5 eV
HOMO energy: -8.7323 eV
SMILES: OC[C@@H](S)C(=S)S

Last column: Löwdin charge in e.
Atoms and positions in Å:
O -1.15 1.87 0.65  -0.0952
C 0.27 1.28 0.44  -0.1933
C 0.24 0.12 -0.55  -0.7488
S 1.90 -0.64 -0.49  0.7422
C -0.84 -0.85 -0.22  -1.3292
S -2.31 -0.78 -0.86  0.7004
S -0.53 -2.03 0.96  0.7260
H -1.87 1.33 0.88  0.0089
H 0.61 0.79 1.42  0.1288
H 0.87 2.11 0.14  0.1058
H 0.01 0.47 -1.61  0.1230
H 1.90 -1.72 -1.45  -0.0321
H 0.92 -1.94 0.69  -0.1364

=====

Density functional theory data (wB97M-V/def2-TZVPD) for a 2-piece molecular cluster, C3H6OSi overall.

Summary:
LUMO energy: 0.8 eV
HOMO energy: -10.0373 eV

Last column: Löwdin charge in e.
Atoms and positions in Å:
C -2.61 0.14 -0.22  0.0046
C -0.39 1.25 0.31  -0.1893
C 0.54 0.66 -0.44  -0.3622
O -2.62 -0.95 0.11  0.0428
Si 1.30 -1.00 -0.01  0.6217
H -0.83 2.20 0.06  0.0541
H -0.71 0.85 1.26  0.0448
H 0.83 1.17 -1.36  0.0456
H 1.60 -1.04 1.42  -0.0807
H 2.53 -1.20 -0.78  -0.0939
H 0.36 -2.07 -0.35  -0.0875

=====

Density functional theory data (wB97M-V/def2-TZVPD) for one molecule with the formula C3H6P2.

Summary:
LUMO energy: 0.1 eV
HOMO energy: -8.1354 eV
SMILES: CC1=P#P1C

Last column: Löwdin charge in e.
Atoms and positions in Å:
C -0.17 -1.61 0.73  -0.1973
C 0.65 -0.62 0.07  -1.0218
P 1.88 -0.66 -1.07  0.6979
P 1.16 1.08 0.17  0.6182
C -0.44 1.79 -0.62  -0.3744
H -0.62 -2.35 0.13  0.0551
H -0.98 -1.16 1.38  0.0891
H 0.39 -2.23 1.42  0.0742
H -0.64 1.31 -1.62  0.0332
H -0.19 2.92 -0.80  0.0411
H -1.04 1.54 0.23  -0.0153

=====

Copy entry 7 word for word.
Density functional theory data (wB97M-V/def2-TZVPD) for a 2-piece molecular cluster, C3H6OSi overall.

Summary:
LUMO energy: 0.8 eV
HOMO energy: -10.0373 eV

Last column: Löwdin charge in e.
Atoms and positions in Å:
C -2.61 0.14 -0.22  0.0046
C -0.39 1.25 0.31  -0.1893
C 0.54 0.66 -0.44  -0.3622
O -2.62 -0.95 0.11  0.0428
Si 1.30 -1.00 -0.01  0.6217
H -0.83 2.20 0.06  0.0541
H -0.71 0.85 1.26  0.0448
H 0.83 1.17 -1.36  0.0456
H 1.60 -1.04 1.42  -0.0807
H 2.53 -1.20 -0.78  -0.0939
H 0.36 -2.07 -0.35  -0.0875